1.
{"formula": "C28H26FeNO3", "method": "ωB97M-V/def2-TZVPD", "total_charge": 1, "fmax_ha_per_bohr": 0.12805, "spin_multiplicity": 5, "de_lowest_kj_mol": 135.4, "homo_ev": [-8.255, -11.084], "homo_lumo_gap_ev": [3.6, 4.5], "elements": ["Fe", "O", "O", "O", "N", "C", "C", "C", "C", "C", "C", "C", "C", "C", "C", "C", "C", "C", "C", "C", "C", "C", "C", "C", "C", "C", "C", "C", "C", "C", "C", "C", "C", "H", "H", "H", "H", "H", "H", "H", "H", "H", "H", "H", "H", "H", "H", "H", "H", "H", "H", "H", "H", "H", "H", "H", "H", "H", "H"], "positions_angstrom": [[1.18315, -1.10428, 4.71622], [-0.57078, 1.18722, 5.20343], [2.22978, 0.95962, 2.98087], [2.74147, -1.01867, 7.06410], [1.42902, 0.13041, -1.74131], [0.08453, -2.41890, 3.52293], [-3.51733, 3.24687, 0.61875], [3.81284, 0.35726, -1.56771], [2.11279, -1.37307, 6.15372], [-1.03688, -1.61993, 3.06124], [0.14221, 0.19630, -1.43984], [1.34931, -2.33459, 2.85834], [0.56517, -1.81282, 0.48350], [0.10305, 0.23148, 5.16709], [1.48638, -2.12149, 1.43704], [-2.07098, -0.78667, -2.25820], [-0.24938, 0.45106, 0.00877], [3.48916, -0.59466, -2.72152], [-1.13442, -0.78526, 2.00016], [1.97470, -0.56297, -2.91844], [-2.96466, -1.02439, -3.30158], [-3.06970, 3.00117, -0.68206], [-0.63185, -0.87832, 0.56691], [1.97756, 0.11314, 3.75506], [-2.67230, -0.55160, -4.58822], [2.49692, 0.63411, -0.83502], [-1.91217, 2.23650, -0.88493], [-0.62874, 0.43561, -3.77681], [-1.27206, 1.61008, 0.19113], [-2.74059, 2.83485, 1.71217], [-1.50193, 0.18081, -4.82211], [-0.84636, -0.10110, -2.48244], [-1.55448, 2.12608, 1.47365], [2.35468, 1.70727, -0.63183], [-0.14524, -3.28638, 4.16059], [-3.63115, 3.36539, -1.55270], [1.76147, -0.00487, -3.83070], [1.54722, -1.56610, -3.03900], [2.22725, -2.82596, 3.30908], [3.99401, -0.28884, -3.64092], [-3.88854, -1.57838, -3.08958], [-3.05805, 3.06066, 2.73175], [0.64774, 0.80193, 0.55846], [3.81216, -1.61108, -2.48005], [2.49841, -2.35897, 1.06762], [-2.35064, -1.11567, -1.25788], [0.20760, 1.11464, -3.92167], [-3.36379, -0.76342, -5.39833], [-1.87209, -1.59585, 3.77675], [-4.46458, 3.76090, 0.78643], [2.47330, 0.11963, 0.14105], [4.54978, -0.06497, -0.87992], [-1.42238, -1.34980, -0.02179], [-1.51038, 2.11383, -1.89137], [0.62716, -2.29387, -0.50129], [-1.87042, 0.02040, 2.09743], [4.21073, 1.30716, -1.93550], [-0.86794, 1.92355, 2.30415], [-1.26973, 0.56496, -5.81567]], "lowdin_charge": [0.224, 0.153, 0.139, 0.148, -0.059, -0.158, -0.078, -0.147, -0.126, -0.037, -0.211, -0.109, 0.067, -0.110, -0.023, -0.037, -0.167, -0.148, 0.051, -0.135, -0.072, -0.054, -0.215, -0.137, -0.083, -0.125, -0.015, -0.068, -0.141, -0.068, -0.067, -0.188, -0.071, 0.136, 0.144, 0.116, 0.099, 0.132, 0.136, 0.114, 0.112, 0.110, 0.130, 0.108, 0.139, 0.090, 0.113, 0.102, 0.140, 0.108, 0.088, 0.110, 0.129, 0.112, 0.150, 0.117, 0.114, 0.108, 0.111]}

2.
{"formula": "C28H26N5OPt", "method": "ωB97M-V/def2-TZVPD", "total_charge": 1, "fmax_ha_per_bohr": 0.07165, "homo_ev": -9.593, "homo_lumo_gap_ev": 5.7, "elements": ["Pt", "O", "N", "N", "N", "N", "N", "C", "C", "C", "C", "C", "C", "C", "C", "C", "C", "C", "C", "C", "C", "C", "C", "C", "C", "C", "C", "C", "C", "C", "C", "C", "C", "C", "C", "H", "H", "H", "H", "H", "H", "H", "H", "H", "H", "H", "H", "H", "H", "H", "H", "H", "H", "H", "H", "H", "H", "H", "H", "H", "H"], "positions_angstrom": [[0.02970, -0.03200, 0.10500], [-2.11440, -0.49740, -0.90630], [-0.00120, 2.12210, 0.06160], [1.37560, -0.02420, -1.48280], [-1.87530, 1.18500, 2.15440], [1.85210, 1.10960, -2.02480], [-1.03800, 0.16660, 1.90400], [-1.20060, 2.70430, 0.28850], [2.10340, -0.47300, -3.54220], [-0.56720, -4.01240, 0.73650], [4.56050, 5.16630, -1.42160], [-2.41970, -2.54290, 0.22670], [-1.60060, 3.79520, -0.52240], [3.12440, 3.11120, -1.64940], [1.07780, 2.81960, -0.38380], [1.33760, 4.07830, 0.19750], [-4.93080, 4.79620, 0.94790], [2.44850, 4.81360, -0.12080], [-2.11790, 2.26890, 1.28890], [-2.08310, -0.23620, 3.83220], [-4.25640, -0.76750, 0.07370], [-2.82630, -4.76010, 1.06490], [-1.14970, -0.69650, 2.90530], [-3.30680, 2.97330, 1.45650], [-2.51720, 0.96720, 3.32970], [-2.86430, -1.22340, -0.26170], [1.52480, -0.98750, -2.38360], [-3.30930, -3.54040, 0.63110], [-2.78180, 4.45970, -0.33490], [3.36180, 4.35070, -1.06690], [-1.04700, -2.80080, 0.28930], [2.01350, 2.33390, -1.33320], [-3.64860, 4.07880, 0.69200], [-1.46210, -5.00250, 1.11300], [2.29470, 0.86290, -3.27880], [1.23720, -2.00020, -2.17190], [-0.56040, -1.59190, 2.94290], [-4.50850, -0.99170, 1.10750], [3.83610, 2.73520, -2.36840], [-4.96220, -1.28610, -0.57340], [0.63880, 4.43890, 0.93680], [-4.33800, 0.30290, -0.10860], [-0.93440, 4.08860, -1.31940], [-3.04350, 5.28070, -0.98320], [5.43480, 4.81680, -0.87310], [2.34590, -1.00500, -4.43640], [-4.88580, 5.82370, 0.60050], [-2.38820, -0.72240, 4.73540], [4.39950, 6.20870, -1.16080], [2.68160, 1.63120, -3.91490], [-4.37450, -3.37130, 0.60040], [-3.20490, 1.66710, 3.75850], [-5.74280, 4.29670, 0.42070], [4.78690, 5.09870, -2.48240], [-5.17630, 4.79440, 2.00680], [-3.52170, -5.52250, 1.37810], [-1.09940, -5.96210, 1.44290], [0.49640, -4.18380, 0.79790], [2.61490, 5.76000, 0.36820], [-0.33190, -1.98870, 0.01850], [-4.01220, 2.65780, 2.20820]], "lowdin_charge": [1.084, -0.018, -0.045, -0.103, -0.044, -0.058, -0.079, -0.242, -0.019, -0.056, -0.045, -0.162, -0.006, 0.020, -0.245, -0.009, -0.045, -0.025, -0.118, -0.017, 0.008, -0.048, -0.109, 0.007, -0.022, -0.396, -0.109, -0.005, -0.022, -0.267, -0.062, -0.112, -0.270, -0.049, -0.022, 0.115, 0.117, 0.091, 0.118, 0.101, 0.125, 0.088, 0.124, 0.120, 0.089, 0.107, 0.082, 0.108, 0.080, 0.134, 0.118, 0.127, 0.088, 0.082, 0.081, 0.115, 0.115, 0.116, 0.119, 0.041, 0.108]}

3.
{"formula": "C28H27AsBiNO4SSi", "method": "ωB97M-V/def2-TZVPD", "total_charge": 0, "fmax_ha_per_bohr": 0.02537, "de_lowest_kj_mol": 60.5, "homo_ev": -8.786, "homo_lumo_gap_ev": 8.2, "elements": ["Bi", "As", "S", "Si", "O", "O", "O", "O", "N", "C", "C", "C", "C", "C", "C", "C", "C", "C", "C", "C", "C", "C", "C", "C", "C", "C", "C", "C", "C", "C", "C", "C", "C", "C", "C", "C", "C", "H", "H", "H", "H", "H", "H", "H", "H", "H", "H", "H", "H", "H", "H", "H", "H", "H", "H", "H", "H", "H", "H", "H", "H", "H", "H", "H"], "positions_angstrom": [[2.16853, -2.04757, -0.91503], [-0.86087, -2.29130, -0.22182], [1.96453, -0.13606, 0.70297], [1.84513, 3.39550, 1.12401], [1.98813, -3.36203, 0.79208], [5.49275, -3.34016, 1.19342], [3.16356, -4.24155, 2.47093], [4.20285, -2.32910, -0.32187], [2.34317, 0.41567, -1.81036], [-4.53610, -4.26608, -0.86849], [3.33501, 4.52201, 1.16379], [-0.54937, -1.54249, -2.91913], [2.27662, 2.51762, -2.90455], [2.06699, 3.12820, -1.67607], [-3.18874, -3.97848, -0.67969], [2.00220, 2.40187, -0.48617], [-0.79415, 0.56846, -4.03729], [4.40955, -3.07573, 0.76070], [-1.07238, 1.16732, -2.81614], [-1.49040, -0.12874, 1.80265], [-1.05360, -1.41879, 1.51423], [-0.69946, -2.26178, 2.56698], [-1.08760, 0.41372, -1.64858], [3.11131, -3.62278, 1.44601], [-1.19534, -0.53222, 4.16057], [-5.47019, -3.24273, -0.85062], [-0.52553, -0.79230, -4.08752], [-5.05794, -1.93082, -0.63835], [-3.71453, -1.64538, -0.45102], [2.12433, 1.01086, -0.62558], [2.42927, 1.14691, -2.92128], [-0.76998, -1.82183, 3.88276], [-1.55753, 0.31174, 3.11751], [-2.77494, -2.66833, -0.47438], [-0.83802, -0.95722, -1.68292], [1.77664, 2.40391, 2.69585], [0.28707, 4.42085, 0.96626], [-1.28151, 2.22944, -2.76454], [-6.52037, -3.46242, -1.00229], [3.24859, 5.23744, 1.98760], [0.93930, 1.70099, 2.70950], [-2.45692, -4.77679, -0.68906], [4.25297, 3.94722, 1.31442], [-0.33827, -3.26200, 2.35255], [-1.23959, -0.17961, 5.18396], [0.23935, 5.15253, 1.77921], [1.94979, 4.20853, -1.64350], [1.66291, 3.08833, 3.54353], [-4.85536, -5.28871, -1.03012], [-1.77526, 0.55826, 1.02135], [-0.29907, -1.27107, -5.03267], [3.44467, 5.09190, 0.23678], [2.61833, 0.60062, -3.83933], [-0.60799, 3.79422, 1.02759], [-3.40157, -0.62166, -0.28769], [0.24982, 4.97215, 0.02219], [2.69106, 1.82453, 2.84960], [-1.89092, 1.32223, 3.32237], [-1.28272, 0.92062, -0.71621], [-0.36649, -2.61279, -2.97017], [-5.78707, -1.12988, -0.62002], [-0.78749, 1.16017, -4.94506], [2.32335, 3.09294, -3.81992], [-0.48052, -2.48839, 4.68603]], "lowdin_charge": [1.595, 1.279, 0.657, 0.504, -0.355, 0.127, 0.120, -0.303, -0.093, -0.088, -0.172, -0.188, -0.061, -0.080, -0.116, -0.233, -0.089, -0.552, -0.079, -0.128, -0.414, -0.123, -0.105, -0.556, -0.081, -0.088, -0.083, -0.077, -0.102, -0.698, -0.136, -0.067, -0.095, -0.370, -0.441, -0.202, -0.171, 0.109, 0.103, 0.036, -0.002, 0.095, 0.040, 0.095, 0.104, 0.036, 0.105, 0.043, 0.103, 0.070, 0.107, 0.029, 0.118, 0.028, 0.091, 0.027, 0.030, 0.105, 0.078, 0.088, 0.104, 0.107, 0.107, 0.109]}

4.
{"formula": "C28H27Cl2N5O5S4TeW", "method": "ωB97M-V/def2-TZVPD", "total_charge": 0, "fmax_ha_per_bohr": 0.01813, "spin_multiplicity": 3, "de_lowest_kj_mol": 33.8, "homo_ev": [-6.864, -7.264], "homo_lumo_gap_ev": [5.9, 6.2], "elements": ["W", "Te", "Cl", "Cl", "S", "S", "S", "S", "O", "O", "O", "O", "O", "N", "N", "N", "N", "N", "C", "C", "C", "C", "C", "C", "C", "C", "C", "C", "C", "C", "C", "C", "C", "C", "C", "C", "C", "C", "C", "C", "C", "C", "C", "C", "C", "C", "H", "H", "H", "H", "H", "H", "H", "H", "H", "H", "H", "H", "H", "H", "H", "H", "H", "H", "H", "H", "H", "H", "H", "H", "H", "H", "H"], "positions_angstrom": [[0.72229, 0.37656, 0.37750], [-0.86406, -0.92364, 2.21465], [4.40107, 0.30133, -2.92301], [7.56929, -0.89910, 1.26937], [-0.49218, 2.25040, 1.64940], [1.40056, 2.29887, 2.47562], [0.87788, 6.69382, -3.66581], [-1.36506, -2.88643, -2.47824], [2.07650, 1.73819, 1.18461], [1.48105, 1.32390, 3.53270], [-2.60159, 0.69206, -0.18863], [2.20244, -0.11795, -0.92082], [1.95361, 3.58804, 2.75515], [-4.69772, 0.59017, 0.63443], [-0.24289, -0.99094, -1.22060], [-1.56253, 5.75121, -3.83498], [0.41476, 1.96713, -1.21311], [2.40761, -0.85259, 1.53983], [-0.07975, -5.77344, 1.76236], [1.16956, 4.07473, -2.03314], [3.70104, -1.43803, 3.46204], [4.56131, -0.12130, -1.25416], [4.87844, -1.25850, 2.79962], [4.84659, -0.87271, 1.44086], [2.47914, -1.23347, 2.79451], [-3.77063, 0.34180, -0.31661], [-6.06352, 0.10587, 0.55069], [-1.07680, -5.25940, 2.58145], [0.54103, -3.52727, 1.15008], [-4.31649, 1.32805, 1.83063], [-0.71403, 2.12369, -1.91099], [5.97844, -0.67461, 0.60839], [-1.05396, -2.00593, -1.06429], [0.72923, -4.90072, 1.05140], [-0.36212, -1.81727, -3.36586], [-0.46214, -2.99892, 1.96146], [3.43904, -0.25493, -0.47676], [1.36260, 2.91022, -1.32075], [3.58523, -0.66287, 0.86971], [-0.97908, 3.26307, -2.64228], [5.84188, -0.32006, -0.70180], [-0.29474, 5.58535, -3.39486], [-4.23464, -0.40529, -1.54743], [0.15236, -0.87965, -2.54041], [-1.26378, -3.88918, 2.68018], [-0.04090, 4.29143, -2.67782], [-4.15132, 0.65325, 2.67291], [-2.31992, 5.26542, -3.38449], [1.54244, -1.38769, 3.31095], [1.19062, -2.86647, 0.58858], [-3.41274, -0.43586, -2.25828], [-5.10640, 2.03574, 2.08447], [-1.71193, -5.92853, 3.14867], [0.06749, -6.84271, 1.68530], [-0.19370, -1.93108, -4.42266], [2.29646, 2.71858, -0.81446], [-2.04291, -3.50429, 3.32862], [-5.09844, 0.07396, -2.00955], [-1.51356, -2.24985, -0.12005], [-3.39379, 1.86845, 1.64369], [1.51748, -5.28653, 0.41636], [0.83888, -0.09983, -2.82298], [-1.42348, 1.31284, -1.85936], [-6.68069, 0.72056, -0.11062], [-6.50081, 0.13814, 1.54604], [6.71490, -0.18312, -1.32369], [1.95014, 4.81951, -2.07422], [-6.10556, -0.92651, 0.20691], [-4.51688, -1.42998, -1.29955], [5.82930, -1.39574, 3.29552], [-1.90813, 3.30196, -3.19272], [3.67798, -1.72765, 4.50241], [-1.77976, 6.65577, -4.22208]], "lowdin_charge": [1.237, 1.026, 0.707, 0.696, 0.308, 0.154, 0.714, 1.060, -0.578, -0.397, -0.100, -0.274, -0.327, -0.144, -0.144, 0.075, -0.087, 0.002, -0.100, -0.002, -0.008, -0.579, 0.003, -0.158, -0.147, -0.504, -0.051, -0.097, -0.170, -0.037, -0.121, -0.597, -0.510, -0.088, -0.361, -0.619, -0.367, -0.084, -0.151, 0.012, -0.115, -0.822, 0.007, -0.236, -0.169, -0.205, 0.088, 0.093, 0.042, 0.079, 0.068, 0.092, 0.100, 0.098, 0.073, 0.116, 0.083, 0.086, 0.024, 0.045, 0.103, 0.105, 0.085, 0.093, 0.090, 0.107, 0.091, 0.084, 0.086, 0.098, 0.112, 0.116, 0.095]}